Entry 1:
# C22H20N2O5P

An isolated ion of composition C22H20N2O5P and charge -1 at a distorted geometry (the ωB97M-V functional and the def2-TZVPD basis, the OMol25 dataset).

Element x y z (Å)
O: 6.087 -2.413 0.092
O: -8.166 1.362 3.122
O: -7.893 2.676 1.014
O: -8.618 0.239 0.841
O: -6.149 1.007 1.600
C: 5.148 -1.604 0.145
C: 8.227 2.168 -1.740
C: 8.257 0.781 -1.998
C: 7.276 2.728 -0.888
C: 0.420 -1.670 1.465
C: 0.863 -0.516 -0.604
C: -2.504 -1.234 1.009
C: -1.948 0.552 -0.464
C: 7.304 -0.039 -1.359
C: 6.303 1.884 -0.297
C: 1.756 -2.076 1.519
C: 2.215 -0.918 -0.510
C: -3.859 -0.803 1.019
C: -3.322 0.946 -0.483
C: -0.069 -0.906 0.409
C: -1.498 -0.520 0.325
C: 6.283 0.509 -0.559
C: 2.667 -1.698 0.564
C: -4.312 0.242 0.224
N: 5.223 -0.268 -0.104
N: 4.002 -2.136 0.673
C: -8.148 0.142 -0.502
C: -5.788 0.717 0.279
C: -6.684 -0.324 -0.427
P: -7.722 1.366 1.686
H: 8.962 2.778 -2.233
H: 9.021 0.361 -2.633
H: 7.294 3.784 -0.674
H: -0.228 -2.042 2.223
H: 0.553 0.029 -1.485
H: -2.266 -2.040 1.705
H: -1.285 1.136 -1.056
H: 7.362 -1.136 -1.512
H: 5.600 2.347 0.336
H: 2.099 -2.640 2.382
H: 2.926 -0.706 -1.286
H: -4.547 -1.451 1.572
H: -3.582 1.745 -1.121
H: 4.408 0.251 0.204
H: 4.165 -3.041 1.145
H: -8.265 1.120 -0.991
H: -8.798 -0.578 -1.041
H: -5.880 1.643 -0.336
H: -6.255 -0.476 -1.410
H: -6.634 -1.277 0.155

Highest occupied orbital energy in eV: -4.76
Energy above the lowest of the compared OMol25 structures with the same formula, charge and spin in kJ/mol: 0.0
Max |F| in eV/Å: 5.31
Structure (SMILES): O=C(Nc1ccccc1)Nc1ccc(-c2ccc([C@H]3CCO[P@](=O)([O-])O3)cc2)cc1
LUMO energy in eV: 1.95
Net charge: -1
Multiplicity: 1
Orbital gap in eV: 6.7

---

Entry 2:
# C22H21BCl4N2O

A 2-piece molecular cluster, C22H21BCl4N2O overall at a distorted geometry (the ωB97M-V functional and the def2-TZVPD basis, the OMol25 dataset).

Element x y z (Å)
Cl: 2.435 -0.144 6.021
B: 1.019 -1.400 5.795
Cl: 0.624 -1.462 3.901
Cl: 1.692 -3.127 6.215
O: -0.062 -1.077 6.624
C: -1.190 -1.918 6.705
C: -2.007 -2.106 5.431
C: -2.624 -3.332 5.191
C: -3.814 -3.360 4.447
C: -4.380 -2.162 4.015
C: -3.880 -0.933 4.456
C: -2.684 -0.915 5.139
H: -0.910 -2.830 7.240
H: -2.249 -4.168 5.805
H: -4.345 -4.301 4.336
H: -5.313 -2.193 3.495
H: -4.461 -0.033 4.373
H: -2.353 -0.067 5.737
C: 0.378 1.989 8.939
N: -0.181 1.061 9.926
C: 0.394 0.015 10.534
H: -1.936 -1.455 7.230
C: 1.834 -0.279 10.546
C: 2.469 0.223 11.672
C: 3.826 0.048 11.820
Cl: 4.540 0.618 13.264
C: 4.583 -0.571 10.812
C: 3.906 -1.089 9.696
C: 2.526 -0.973 9.555
N: -0.559 -0.800 10.987
C: -0.447 -2.194 11.443
C: -1.719 -0.037 11.158
C: -1.473 1.177 10.442
C: -2.012 2.393 10.874
C: -2.658 2.400 12.123
C: -2.889 1.210 12.832
C: -2.498 -0.033 12.322
H: -0.400 2.729 8.739
H: 1.254 2.535 9.293
H: 0.646 1.424 8.038
H: 1.881 0.726 12.429
H: 5.677 -0.645 10.939
H: 4.468 -1.579 8.920
H: 1.982 -1.384 8.696
H: -1.387 -2.447 11.940
H: -0.284 -2.841 10.571
H: 0.367 -2.353 12.151
H: -1.789 3.311 10.320
H: -2.856 3.367 12.607
H: -3.252 1.270 13.873
H: -2.658 -0.967 12.886

Highest occupied orbital energy in eV: -8.00
Energy above the lowest of the compared OMol25 structures with the same formula, charge and spin in kJ/mol: 43.9
Max |F| in eV/Å: 3.22
LUMO energy in eV: -0.80
Net charge: 0
Multiplicity: 1
Orbital gap in eV: 7.2

---

Entry 3:
# C22H21BiBrGeNO3S2

C22H21BiBrGeNO3S2 as an isolated structure (the ωB97M-V functional and the def2-TZVPD basis, the OMol25 dataset).

Element x y z (Å)
Bi: 0.296 -0.666 -0.815
Br: -0.146 -0.821 2.365
C: 1.679 -1.329 2.623
C: 2.048 -1.478 3.932
C: 3.367 -1.810 4.269
C: 4.277 -2.013 3.275
C: 3.903 -1.922 1.916
C: 4.857 -2.222 0.922
C: 4.519 -2.170 -0.395
C: 3.224 -1.772 -0.765
C: 2.241 -1.459 0.149
C: 2.569 -1.554 1.537
H: 1.313 -1.324 4.710
H: 3.650 -1.893 5.311
H: 5.304 -2.264 3.511
H: 5.853 -2.515 1.234
H: 5.234 -2.434 -1.165
H: 2.985 -1.746 -1.817
S: 1.191 -0.984 -4.266
C: 1.090 -1.572 -2.807
C: -3.633 -3.999 -1.405
Ge: -2.635 -2.284 -1.191
C: -3.576 -1.219 0.162
C: -2.595 -1.414 -2.959
C: -0.799 -2.661 -0.613
H: -4.644 -3.811 -1.770
H: -3.712 -4.525 -0.453
H: -3.134 -4.658 -2.116
H: -4.619 -1.076 -0.123
H: -3.133 -0.235 0.270
H: -3.555 -1.713 1.135
H: -3.552 -1.535 -3.469
H: -1.816 -1.845 -3.588
H: -2.401 -0.348 -2.845
H: -0.285 -3.350 -1.280
H: -0.735 -3.039 0.405
O: 1.624 2.822 0.685
C: 0.434 2.918 0.400
N: -0.476 1.930 0.444
S: -1.896 2.382 -0.151
O: -2.976 2.209 0.790
O: -2.116 1.780 -1.452
C: -1.509 4.123 -0.350
C: -2.268 5.220 -0.700
C: -1.637 6.459 -0.734
C: -0.283 6.578 -0.440
C: 0.467 5.463 -0.090
C: -0.170 4.236 -0.036
H: -3.320 5.118 -0.933
H: -2.211 7.340 -0.991
H: 0.189 7.552 -0.484
H: 1.519 5.527 0.156

Highest occupied orbital energy (alpha / beta) in eV: -3.79 / -5.40
Energy above the lowest of the compared OMol25 structures with the same formula, charge and spin in kJ/mol: 49.9
Max |F| in eV/Å: 0.82
LUMO energy (alpha / beta) in eV: 2.60 / 2.49
Net charge: -1
Multiplicity: 2
Orbital gap (alpha / beta) in eV: 6.4 / 7.9

---

Entry 4:
# C22H21BrN2O5Tc

C22H21BrN2O5Tc as an isolated structure at a distorted geometry (the ωB97M-V functional and the def2-TZVPD basis, the OMol25 dataset).

Element x y z (Å)
Tc: -0.557 -0.212 -1.218
O: -1.517 -1.077 -5.199
C: -1.000 -0.944 -4.023
O: -1.415 -0.149 -3.175
C: 0.198 -1.816 -3.784
O: 0.619 -1.690 -2.424
C: 0.648 -2.921 -1.647
C: -0.604 -3.049 -0.807
O: -0.908 -4.063 -0.269
O: -1.319 -1.905 -0.714
H: -2.270 -0.473 -5.339
H: 0.999 -1.471 -4.438
H: -0.033 -2.848 -4.043
H: 1.510 -2.856 -0.988
H: 0.762 -3.787 -2.293
C: -1.507 3.587 2.568
C: -2.153 2.590 1.643
C: -3.517 2.306 1.684
C: -4.061 1.389 0.808
C: -3.240 0.739 -0.095
Br: -4.055 -0.399 -1.339
N: -1.913 0.950 -0.120
C: -1.406 1.882 0.734
H: -2.178 4.418 2.778
H: -0.585 3.989 2.148
H: -1.264 3.111 3.520
H: -4.156 2.819 2.394
H: -5.121 1.180 0.794
H: -0.342 2.063 0.664
C: 0.431 -0.945 4.419
C: -0.575 -1.376 3.553
C: -0.497 -1.108 2.206
C: 0.624 -0.413 1.695
C: 1.633 0.036 2.585
C: 1.526 -0.229 3.929
N: 0.698 -0.125 0.361
C: 1.876 0.261 -0.303
C: 3.095 -0.400 -0.146
C: 4.134 -0.107 -1.010
C: 3.971 0.818 -2.044
C: 2.765 1.474 -2.206
C: 1.715 1.205 -1.331
H: 0.360 -1.162 5.478
H: -1.421 -1.932 3.938
H: -1.270 -1.456 1.536
H: 2.465 0.616 2.208
H: 2.291 0.125 4.608
H: 3.209 -1.145 0.631
H: 5.085 -0.611 -0.886
H: 4.797 1.038 -2.707
H: 2.653 2.229 -2.974
H: 0.819 1.839 -1.359

Highest occupied orbital energy (alpha / beta) in eV: -14.16 / -14.74
Energy above the lowest of the compared OMol25 structures with the same formula, charge and spin in kJ/mol: 21.1
Max |F| in eV/Å: 1.01
LUMO energy (alpha / beta) in eV: -6.77 / -8.26
Net charge: +2
Multiplicity: 4
Orbital gap (alpha / beta) in eV: 7.4 / 6.5

---

Entry 5:
# C22H21ClFN3O3

One molecule with the formula C22H21ClFN3O3 at a distorted geometry (the ωB97M-V functional and the def2-TZVPD basis, the OMol25 dataset).

Element x y z (Å)
C: -5.394 -1.026 0.239
H: -5.684 -2.073 0.322
O: -4.053 -1.042 -0.179
C: -3.420 0.153 -0.412
C: -4.027 1.382 -0.227
C: -3.372 2.561 -0.552
C: -2.098 2.506 -1.076
C: -1.468 1.282 -1.237
C: -2.090 0.084 -0.895
N: -1.493 -1.156 -1.102
C: -0.277 -1.249 -1.867
H: -0.325 -0.581 -2.728
C: 0.971 -0.935 -0.997
N: 0.644 -1.216 0.382
C: 0.510 -0.282 1.363
O: -0.142 -0.490 2.371
C: 1.235 0.991 1.179
C: 0.766 2.235 1.534
O: 1.705 3.150 1.264
N: 2.803 2.545 0.761
C: 2.554 1.261 0.705
C: 3.553 0.295 0.248
C: 3.866 -0.819 1.024
C: 4.803 -1.757 0.633
C: 5.455 -1.586 -0.576
C: 5.170 -0.494 -1.377
C: 4.228 0.436 -0.966
Cl: 3.854 1.766 -1.992
H: 5.672 -0.357 -2.321
H: 6.191 -2.307 -0.895
H: 5.010 -2.596 1.276
F: 3.249 -0.984 2.206
C: -0.528 2.658 2.108
H: -0.916 1.853 2.727
H: -0.394 3.561 2.697
H: -1.245 2.858 1.311
C: -0.141 -2.426 0.515
C: -1.549 -2.179 -0.071
H: -2.211 -1.849 0.724
H: -1.948 -3.106 -0.498
H: 0.384 -3.225 -0.015
H: -0.209 -2.676 1.573
H: 1.818 -1.560 -1.309
H: 1.260 0.109 -1.103
H: -0.215 -2.275 -2.242
H: -0.469 1.280 -1.640
H: -1.579 3.410 -1.357
H: -3.869 3.508 -0.406
H: -5.034 1.439 0.155
H: -6.040 -0.530 -0.493
H: -5.510 -0.543 1.215

Highest occupied orbital energy in eV: -7.65
Energy above the lowest of the compared OMol25 structures with the same formula, charge and spin in kJ/mol: 14.9
Max |F| in eV/Å: 1.28
Structure (SMILES): COc1ccccc1N1CCN(C(=O)c2c(-c3c(F)cccc3Cl)noc2C)CC1
LUMO energy in eV: 0.65
Net charge: 0
Multiplicity: 1
Orbital gap in eV: 8.3

---

Entry 6:
# C22H21N5O3S

C22H21N5O3S as an isolated structure (the ωB97M-V functional and the def2-TZVPD basis, the OMol25 dataset).

Element x y z (Å)
O: -1.660 -1.249 4.322
C: -1.600 -0.227 3.698
O: -0.885 -0.109 2.566
C: -1.171 1.008 1.724
C: -1.768 0.526 0.413
C: -1.063 -0.628 -0.254
C: 0.279 -0.758 -0.425
C: 1.227 0.305 0.000
C: 1.245 1.535 -0.640
C: 2.141 2.494 -0.190
C: 2.971 2.170 0.869
N: 2.979 0.990 1.483
C: 2.106 0.085 1.056
C: 0.832 -1.928 -1.063
O: 2.204 -1.972 -1.157
C: 0.076 -2.943 -1.538
C: -1.325 -2.830 -1.396
N: -2.245 -3.705 -1.805
S: -3.671 -3.091 -1.391
N: -3.211 -1.731 -0.693
C: -1.880 -1.684 -0.757
H: -2.140 0.678 4.015
H: -1.879 1.695 2.193
H: -0.250 1.570 1.583
H: -1.881 1.371 -0.269
H: -2.781 0.184 0.623
H: 0.576 1.734 -1.466
H: 2.202 3.468 -0.653
H: 3.673 2.911 1.232
H: 2.088 -0.873 1.560
H: 2.469 -2.022 -2.080
H: 0.533 -3.806 -1.999
N: -6.639 0.917 -1.631
C: -8.001 0.957 -1.499
C: -8.393 -0.187 -0.858
C: -7.220 -0.945 -0.594
C: -6.152 -0.237 -1.080
H: -6.082 1.627 -2.067
H: -8.571 1.792 -1.869
H: -9.406 -0.452 -0.607
H: -7.166 -1.902 -0.100
H: -5.104 -0.482 -1.089
N: 7.304 1.694 0.319
C: 8.488 1.094 -0.015
C: 8.267 -0.255 -0.085
C: 6.895 -0.476 0.220
C: 6.327 0.746 0.465
H: 7.174 2.680 0.444
H: 9.381 1.674 -0.173
H: 9.005 -1.002 -0.326
H: 6.384 -1.423 0.257
H: 5.317 1.015 0.727

Highest occupied orbital energy in eV: -8.15
Energy above the lowest of the compared OMol25 structures with the same formula, charge and spin in kJ/mol: 385.6
Max |F| in eV/Å: 0.98
LUMO energy in eV: -0.69
Net charge: 0
Multiplicity: 1
Orbital gap in eV: 7.5

---

Entry 7:
# C22H21NO2S

One molecule with the formula C22H21NO2S at a distorted geometry (the ωB97M-V functional and the def2-TZVPD basis, the OMol25 dataset).

Element x y z (Å)
C: -4.543 2.514 1.972
C: -3.372 3.243 2.228
C: -2.134 2.593 2.297
C: -2.059 1.191 2.159
C: -0.756 0.464 2.220
C: 0.314 1.049 1.617
C: 1.691 0.494 1.450
C: 2.872 1.437 1.588
C: 4.108 0.893 1.970
C: 5.229 1.719 2.050
C: 5.121 3.076 1.725
C: 3.890 3.607 1.342
C: 2.763 2.783 1.230
C: -0.722 -0.888 2.851
C: 0.221 -1.878 2.508
C: 0.200 -3.159 3.049
C: -0.769 -3.495 3.994
C: -1.680 -2.515 4.408
C: -1.669 -1.241 3.837
C: -3.243 0.473 1.879
C: -4.471 1.127 1.784
H: -5.506 3.030 1.908
H: -3.421 4.326 2.365
H: -1.220 3.161 2.497
H: 0.173 2.052 1.191
H: 1.870 -0.255 2.222
H: 4.163 -0.174 2.222
H: 6.178 1.289 2.363
H: 6.003 3.710 1.761
H: 3.784 4.663 1.112
H: 1.804 3.179 0.889
H: 1.019 -1.690 1.801
H: 0.949 -3.878 2.712
H: -0.805 -4.506 4.401
H: -2.409 -2.748 5.181
H: -2.392 -0.495 4.177
H: -3.188 -0.608 1.724
H: -5.368 0.551 1.557
C: 1.233 -1.251 -2.190
S: 0.456 -0.565 -0.755
N: 1.825 -0.190 0.178
O: -0.289 0.620 -1.109
O: -0.232 -1.647 -0.087
H: 0.511 -1.991 -2.552
H: 1.400 -0.449 -2.918
H: 2.162 -1.746 -1.883
H: 2.503 0.232 -0.466

Highest occupied orbital energy in eV: -8.06
Energy above the lowest of the compared OMol25 structures with the same formula, charge and spin in kJ/mol: 81.4
Max |F| in eV/Å: 2.46
Structure (SMILES): CS(=O)(=O)N[C@H](C=C(c1ccccc1)c1ccccc1)c1ccccc1
LUMO energy in eV: 0.39
Net charge: 0
Multiplicity: 1
Orbital gap in eV: 8.4

---

Entry 8:
# C22H21NO5PTi

C22H21NO5PTi as an isolated structure at a distorted geometry (the ωB97M-V functional and the def2-TZVPD basis, the OMol25 dataset).

Element x y z (Å)
Ti: -0.136 1.568 -0.481
O: -1.570 2.791 -3.459
C: -1.488 2.833 -2.153
O: -1.833 1.831 -1.458
C: -1.306 4.163 -1.489
O: -0.860 3.832 -0.153
C: 0.273 4.636 0.195
C: 1.601 3.818 -0.120
O: 2.620 4.328 -0.533
O: 1.356 2.518 -0.152
H: -1.946 1.935 -3.773
H: -0.567 4.772 -2.004
H: -2.236 4.770 -1.445
H: 0.322 5.587 -0.349
H: 0.209 4.876 1.257
N: -0.858 1.474 1.624
C: -0.477 0.333 2.450
C: -0.092 0.463 3.765
C: 0.191 -0.695 4.517
C: -0.033 -1.946 3.952
C: -0.438 -2.091 2.627
C: -0.629 -0.943 1.867
P: -0.904 -1.004 0.091
C: -0.992 -2.734 -0.435
C: 0.156 -3.470 -0.763
C: 0.016 -4.776 -1.226
C: -1.240 -5.376 -1.321
C: -2.353 -4.620 -0.997
C: -2.253 -3.303 -0.546
C: 0.706 -0.476 -0.580
C: 1.943 -0.620 0.121
C: 3.132 -0.344 -0.532
C: 3.173 0.065 -1.899
C: 1.952 0.238 -2.578
C: 0.718 -0.021 -1.957
H: -1.878 1.586 1.597
H: -0.480 2.301 2.107
H: -0.048 1.445 4.236
H: 0.541 -0.617 5.553
H: 0.070 -2.839 4.584
H: -0.643 -3.081 2.226
H: 1.167 -3.060 -0.648
H: 0.939 -5.335 -1.441
H: -1.315 -6.431 -1.651
H: -3.341 -5.065 -1.008
H: -3.134 -2.749 -0.243
H: 1.956 -0.883 1.177
H: 4.074 -0.399 0.025
H: 4.148 0.181 -2.394
H: 1.956 0.613 -3.596
H: -0.169 -0.079 -2.588

Highest occupied orbital energy (alpha / beta) in eV: -14.42 / -14.43
Energy above the lowest of the compared OMol25 structures with the same formula, charge and spin in kJ/mol: 0.0
Max |F| in eV/Å: 3.25
LUMO energy (alpha / beta) in eV: -7.77 / -7.66
Net charge: +2
Multiplicity: 2
Orbital gap (alpha / beta) in eV: 6.7 / 6.8

---

Entry 9:
# C22H22BrN3O4

One molecule with the formula C22H22BrN3O4 at a distorted geometry (the ωB97M-V functional and the def2-TZVPD basis, the OMol25 dataset).

Element x y z (Å)
O: -2.326 1.551 2.455
C: -1.673 1.396 1.439
N: -1.151 2.381 0.682
C: -1.232 3.756 0.883
C: -1.810 4.338 2.009
C: -1.841 5.713 2.139
C: -1.294 6.508 1.147
C: -0.714 5.948 0.021
C: -0.684 4.575 -0.107
H: -0.236 4.124 -0.981
H: -0.292 6.579 -0.746
Br: -1.339 8.405 1.330
H: -2.289 6.164 3.011
H: -2.236 3.713 2.776
H: -0.705 2.104 -0.203
C: -1.413 -0.009 0.946
C: -2.283 -0.947 1.371
C: -2.260 -2.371 1.093
C: -1.711 -2.901 -0.074
C: -1.675 -4.274 -0.265
C: -2.211 -5.154 0.665
C: -2.797 -4.630 1.805
C: -2.821 -3.263 2.017
H: -3.270 -2.866 2.915
H: -3.232 -5.294 2.536
H: -2.163 -6.217 0.485
N: -1.037 -4.781 -1.453
O: -1.210 -5.944 -1.740
O: -0.345 -4.004 -2.082
H: -1.357 -2.266 -0.871
H: -3.066 -0.600 2.031
N: -0.252 -0.386 0.246
C: 0.366 0.114 -0.861
O: 0.068 1.177 -1.375
C: 1.443 -0.807 -1.415
C: 2.266 -0.078 -2.487
C: 3.475 0.603 -1.858
C: 4.457 -0.441 -1.314
C: 3.724 -1.709 -0.865
C: 2.349 -1.366 -0.299
H: 2.469 -0.628 0.497
H: 1.910 -2.268 0.136
H: 4.313 -2.230 -0.108
H: 3.595 -2.391 -1.706
H: 5.185 -0.705 -2.083
H: 5.010 -0.015 -0.475
H: 3.131 1.256 -1.053
H: 3.973 1.233 -2.595
H: 1.630 0.663 -2.973
H: 2.599 -0.785 -3.246
H: 0.917 -1.643 -1.894
H: 0.042 -1.324 0.493

Highest occupied orbital energy in eV: -8.30
Energy above the lowest of the compared OMol25 structures with the same formula, charge and spin in kJ/mol: 25.4
Max |F| in eV/Å: 1.36
Structure (SMILES): O=C(Nc1ccc(Br)cc1)/C(=C/c1cccc([N+](=O)[O-])c1)NC(=O)C1CCCCC1
LUMO energy in eV: -0.96
Net charge: 0
Multiplicity: 1
Orbital gap in eV: 7.3

---

Which formula does entry 3 have? C22H21BiBrGeNO3S2

---

Which value of max |F| does entry 7 give? 2.46 eV/Å